Formula: C5H3IN4
Source: the Open Molecules 2025 dataset
Level of theory: ωB97M-V with the def2-TZVPD basis set

Calculated values
- Charge: 0
- 2S+1: 1
- Relative energy (zero: lowest compared OMol25 entry of this formula, charge and spin): 0.00 kJ/mol
- HOMO energy (spin up / spin down): -8.020 / -8.020 eV
- E: -19290.6741 eV

CARTESIAN COORDINATES (ANGSTROEM)
C 0.93600 -0.65401 1.43888
C -0.98765 0.33212 2.16277
C 0.62844 -0.34917 0.08777
C -0.60081 0.28861 0.02201
C -0.51264 0.40646 -2.04256
N 0.14011 -0.30215 2.41878
N -1.41538 0.63641 0.93250
N 1.32881 -0.58640 -1.03274
N 0.66239 -0.13925 -2.10708
I -1.58675 1.21430 -3.58961
H 1.83831 -1.18866 1.69199
H -1.61212 0.63071 2.98966
H 1.18132 -0.28899 -2.97237

***

Formula: C5H3N
Source: the Open Molecules 2025 dataset
Level of theory: ωB97M-V with the def2-TZVPD basis set

Calculated values
- Charge: 0
- 2S+1: 1
- Relative energy (zero: lowest compared OMol25 entry of this formula, charge and spin): 445.34 kJ/mol
- HOMO energy: -9.139 eV
- E: -6716.1076 eV

CARTESIAN COORDINATES (ANGSTROEM)
C -2.82979 0.21422 -0.08041
C -1.63842 0.13837 -0.02014
C 1.16921 -0.75739 -0.08823
C 2.00695 0.28002 0.02687
C 0.14147 0.33180 -0.11931
N 0.90967 1.33613 0.05476
H -3.82030 -0.07730 0.07144
H 1.04805 -1.76202 -0.06042
H 3.01317 0.29618 0.21544

***

Formula: C5H3N
Source: the Open Molecules 2025 dataset
Level of theory: ωB97M-V with the def2-TZVPD basis set

Calculated values
- Charge: 0
- 2S+1: 3
- Relative energy (zero: lowest compared OMol25 entry of this formula, charge and spin): 27.91 kJ/mol
- <S²>: 2.029
- HOMO energy (spin up / spin down): -6.646 / -10.140 eV
- E: -6716.3977 eV

CARTESIAN COORDINATES (ANGSTROEM)
C 0.55342 -0.75948 0.57327
C 0.48690 -1.06342 -0.74789
C 0.01158 0.45053 0.92690
C -0.21276 0.00986 -1.37695
C -0.54504 1.49256 1.04829
N -0.99261 0.87683 -1.40598
H 0.96017 -1.44171 1.34214
H 0.90433 -1.86414 -1.23634
H -1.16599 2.29897 0.87658